Computed, not measured: a single F2INO3S molecule at a distorted geometry, with ωB97M-V/def2-TZVPD.

Computed properties:
Highest occupied orbital energy in eV: -9.8
LUMO level in eV: -1.48
HOMO-LUMO gap in eV: 8.3
ΔE to the lowest compared entry with this formula, charge and spin in kJ/mol: 251.06
Calculated total energy in hartree: -1175.772294

Last columns: bonded neighbours and bond lengths (Å).
Positions of all 8 atoms, in Å:
1 N -1.0624 1.1050 -0.3144  F5 1.297, F6 1.342, S7 1.812
2 O -1.7782 -1.2123 -0.1576  S7 1.420
3 O 0.5099 -0.9368 -1.0040  S7 1.649, I8 1.977
4 O 2.4662 -1.3069 1.0338  I8 1.760
5 F -1.8593 1.3315 0.6838  N1 1.297
6 F 0.0662 1.8004 -0.1047  N1 1.342
7 S -0.5647 -0.5627 0.1899  N1 1.812, O2 1.420, O3 1.649, I8 2.855
8 I 2.2222 -0.2182 -0.3269  O3 1.977, O4 1.760, S7 2.855